# 1
ORCA calculation (the ωB97M-V functional and the def2-TZVPD basis) on a cluster of 11 separate species, C22H66O22 in total at a distorted geometry.

```
110
Properties=species:S:1:pos:R:3:forces:R:3:mulliken_charge:R:1
C -2.089 2.298 0.426 -0.2694 -0.0271 -1.5244 1.1164
C -2.719 3.696 0.640 0.5352 -1.1506 -0.8667 -0.6643
O -1.692 4.651 0.459 -0.0929 0.3947 0.5821 -0.5760
O -0.919 2.201 1.182 0.3870 -0.3907 0.5803 -0.3488
H -1.849 2.046 -0.658 -0.3165 0.7252 0.9842 -0.8354
H -2.751 1.490 0.728 -0.2966 -0.0133 0.3164 0.2316
H -3.083 3.736 1.659 -0.1441 0.2761 0.1923 0.3066
H -3.513 3.872 -0.092 -0.2025 -0.1075 0.2839 0.3386
H -1.643 4.808 -0.485 0.3324 -0.0235 -0.4736 0.3582
H -0.454 3.034 1.112 0.0513 0.5130 -0.1060 0.2276
C 0.241 6.160 -3.203 -0.7709 -1.1139 0.6307 -0.4992
C -0.922 5.190 -3.383 -0.4273 1.7473 -1.7807 -0.4986
O -1.085 4.301 -2.334 -0.2295 -0.5646 0.6803 -0.3184
O 1.423 5.467 -2.915 0.7832 -0.7010 0.9414 -0.5110
H -0.039 6.792 -2.367 0.0942 0.5500 0.1884 0.2890
H 0.327 6.751 -4.114 0.3539 0.0159 0.0557 0.4033
H -0.845 4.672 -4.332 0.3151 -0.3678 -0.2419 0.3464
H -1.771 5.902 -3.563 -0.0478 -0.9164 0.6734 0.3338
H -0.787 3.401 -2.583 0.1228 0.4358 0.2574 0.0914
H 1.297 4.959 -2.069 -0.0298 0.7870 -1.3172 0.2459
C 2.381 1.035 -4.879 -0.7038 1.0143 -0.8456 -0.5550
C 3.487 1.371 -3.878 -0.8863 -1.3806 -0.2136 -0.1206
O 3.758 0.051 -3.412 0.9608 0.1425 -0.0883 -0.6072
O 1.471 0.073 -4.367 -0.0619 0.2636 0.3023 -0.4733
H 2.763 0.596 -5.829 0.2200 0.6942 0.5720 0.3252
H 1.798 1.947 -5.075 0.1484 -0.2975 -0.2922 0.2684
H 3.191 1.986 -3.027 -0.3918 0.1602 -0.1587 0.1407
H 4.306 1.866 -4.384 0.4437 -0.0946 -0.1070 0.4179
H 4.196 0.124 -2.569 0.5563 -0.1016 0.8167 0.3584
H 2.070 -0.580 -3.987 0.0123 -0.3334 0.2506 0.3422
C 0.069 -0.633 1.180 0.2900 1.0207 -1.8122 0.4649
C 1.096 0.265 0.457 -0.4393 -0.0606 -0.0493 0.6446
O 2.205 -0.516 0.023 0.5503 0.9161 0.3212 -0.3963
O -0.297 -1.657 0.205 -0.3332 0.3683 1.2532 -0.7583
H -0.767 0.010 1.410 -0.3653 -0.0542 0.0972 -0.3826
H 0.399 -1.126 2.064 0.6989 -0.2617 0.7542 0.5432
H 1.498 1.095 1.032 -0.1739 -0.2179 0.4643 0.0607
H 0.591 0.719 -0.419 0.0667 -0.2831 0.3820 -0.6319
H 1.801 -1.322 -0.243 -0.1997 -1.4052 -0.5951 0.2071
H -0.900 -2.223 0.753 0.3174 -0.3263 -0.7994 0.0496
C -2.409 1.324 3.890 0.5780 1.5119 1.1853 0.2886
C -1.789 0.505 5.048 0.9288 0.9509 -1.0657 -0.1633
O -2.480 0.739 6.265 0.5212 1.6613 -0.8818 -0.5377
O -3.802 1.202 3.879 -0.7695 -0.5760 0.0034 -0.5736
H -1.959 1.181 2.904 -0.2357 -0.6400 0.2659 -0.2231
H -2.214 2.398 4.077 0.3777 -0.2592 0.1360 0.2644
H -0.725 0.809 5.174 -0.5831 -0.2395 -0.1386 0.2411
H -1.819 -0.536 4.769 -0.0225 -0.5751 0.0808 0.0239
H -2.781 -0.089 6.543 -0.8405 -1.7343 0.9231 0.3292
H -4.078 1.398 4.792 0.0232 -0.1359 -0.4189 0.3843
C 2.837 3.738 1.639 -1.0893 -1.4391 1.4017 0.5120
C 4.195 4.052 1.083 0.1814 -0.8920 -0.8331 -0.3580
O 5.075 4.362 2.145 0.2614 -0.7051 -0.3131 -0.5390
O 2.896 2.691 2.682 1.4451 1.4018 0.0422 -0.5611
H 2.169 3.273 0.931 0.0057 -0.0058 -0.7782 -0.2665
H 2.249 4.565 2.059 0.6040 0.3314 -0.0962 0.3284
H 4.176 4.763 0.245 -0.1225 0.4498 0.5509 0.4181
H 4.623 3.168 0.577 -0.3775 -0.0232 0.3832 -0.0713
H 5.023 5.287 2.302 0.0657 1.2598 0.3922 0.3246
H 3.621 2.977 3.308 -1.0805 -0.4235 -0.9472 0.3398
C -0.092 -6.518 1.615 -1.9569 0.8439 -0.5445 -0.3653
C -0.603 -6.500 0.156 1.9726 -0.2572 -0.6205 0.1427
O 0.492 -6.423 -0.844 -0.4319 -0.4854 1.3847 -0.5762
O 0.653 -7.657 1.935 -0.1118 -0.7341 -1.0800 -0.5287
H -0.987 -6.446 2.261 0.0618 -0.1294 -0.2011 0.2494
H 0.460 -5.630 1.819 0.6675 0.8668 -0.0490 0.3214
H -1.269 -5.684 -0.121 0.2631 0.0604 0.5817 -0.2764
H -1.161 -7.401 -0.022 -0.3144 -0.6377 -0.0798 0.2886
H 1.170 -7.072 -0.567 -0.5620 0.4299 -0.1847 0.3137
H 1.140 -7.448 2.716 0.5514 -0.0028 0.7216 0.3248
C -4.206 -5.317 -0.942 0.7041 0.5198 -0.0499 -0.8580
C -3.532 -4.225 -1.831 -0.3311 -0.9679 -0.3380 -0.1754
O -3.716 -2.945 -1.282 -1.4148 -1.2432 0.9142 -0.4120
O -3.611 -5.653 0.306 -0.0686 1.4545 1.0176 -0.5322
H -4.150 -6.238 -1.493 -0.3513 -0.3508 -0.5606 0.4536
H -5.230 -5.024 -0.723 -0.2739 0.0194 -0.4720 0.3971
H -4.114 -4.292 -2.777 0.4189 0.0258 0.2499 0.3894
H -2.466 -4.454 -2.075 -0.6567 0.1513 0.4120 0.2994
H -3.098 -2.291 -1.528 1.6957 1.4139 -0.9392 0.3708
H -4.017 -5.025 0.964 0.3961 -0.7065 -0.7343 0.3791
C -2.784 -3.142 2.606 2.0857 -0.8287 1.2110 -0.2399
C -3.862 -2.330 2.058 -0.3024 0.5265 -2.0507 0.0389
O -4.627 -3.062 1.125 -0.3452 -0.4911 0.4874 -0.6361
O -1.805 -3.520 1.608 0.2131 0.8082 0.5793 -0.5237
H -3.050 -4.046 3.189 -0.3978 0.3723 -0.4800 0.3590
H -2.245 -2.496 3.321 0.1059 -0.3052 -0.2170 0.0216
H -3.393 -1.409 1.590 -0.6871 -0.7494 0.4523 -0.2179
H -4.618 -2.082 2.734 -0.4882 0.9989 1.8543 0.4479
H -4.238 -2.915 0.267 0.1664 0.0323 -1.2846 0.4609
H -2.165 -4.091 0.926 -0.5647 -0.3358 -0.0127 0.0692
C -1.398 -0.518 -3.074 -0.8420 0.5841 -0.7407 -0.5812
C -1.337 0.985 -3.272 2.7269 0.4266 -0.9356 -0.6242
O -0.140 1.474 -2.522 -0.4947 -0.3581 -0.6156 -0.2517
O -1.919 -0.876 -1.832 1.0583 -0.4999 1.7802 -0.4667
H -0.375 -0.821 -3.250 0.1605 -0.5993 0.1045 0.2610
H -2.048 -1.020 -3.793 0.1289 0.2727 -0.4336 0.4604
H -2.129 1.602 -2.928 -1.0096 0.0217 0.6753 0.4101
H -1.202 1.272 -4.354 -0.0031 -0.6132 0.8224 0.3391
H 0.659 0.951 -2.819 -1.1910 0.6253 -0.1563 -0.0111
H -1.173 -1.036 -1.166 -1.0779 0.1747 -0.6528 0.4152
C 5.988 0.178 1.664 0.4649 2.0242 -1.2651 -0.5403
C 5.797 -0.147 0.178 -1.3662 0.1974 -0.0893 -0.3825
O 4.816 0.647 -0.560 0.9257 -0.0536 0.3203 -0.4382
O 6.593 1.522 1.863 -1.0570 -1.2246 -0.2791 -0.5470
H 6.714 -0.567 1.890 0.9000 -0.2712 0.9239 0.3985
H 5.141 0.053 2.312 -0.6633 -0.0246 0.0782 0.2668
H 5.452 -1.198 0.074 0.6110 0.3285 0.1750 0.3425
H 6.791 0.006 -0.260 -0.4549 -0.0446 -0.3170 0.3023
H 3.937 0.305 -0.344 -0.1677 -0.1637 0.2536 0.3325
H 5.906 2.211 1.727 0.5790 -0.8507 0.1839 0.2331
```
Positions in Å, forces in eV/Å.

Calculated values
- relative energy (zero: lowest compared OMol25 entry of this formula, charge and spin) (kcal per mole) = 26.2
- Kohn-Sham gap (eV) = 10.38
- structure (SMILES) = OCCO.OCCO.OCCO.OCCO.OCCO.OCCO.OCCO.OCCO.OCCO.OCCO.OCCO
- E_LUMO (eV) = 0.470
- molecular weight (g mol⁻¹) = 682.75

---

# 2
ORCA calculation (the ωB97M-V functional and the def2-TZVPD basis) on a cluster of 22 separate species, C22H67BO27 in total at a distorted geometry.

```
117
Properties=species:S:1:pos:R:3:forces:R:3:mulliken_charge:R:1
C -5.041 -1.406 3.539 0.6458 0.5566 -0.6663 -0.7804
C -4.260 -0.775 2.297 -0.1420 -0.5156 0.8462 -0.3936
C -3.994 -1.846 1.150 1.1458 1.9655 -0.4367 -0.5925
C -2.559 -1.521 0.502 -0.5078 -0.9746 0.2033 0.5433
C -1.554 -2.683 0.824 0.0199 -0.6383 -0.4160 -0.5448
C -0.136 -2.563 0.089 -0.1152 0.3250 0.6244 -1.0403
C 0.137 -1.067 -0.251 0.3913 0.2252 0.0394 0.5185
C -0.219 -0.538 -1.591 1.1664 1.2117 2.6243 0.1811
O -0.770 -1.446 -2.467 0.8678 1.6587 0.0744 -0.4100
C -0.519 -1.118 -3.853 0.1264 -0.4133 -1.6768 -0.8623
C 0.991 -1.272 -4.289 -1.1248 -0.5860 -0.2941 -0.0336
C 0.005 0.881 -1.872 0.1703 -0.6997 0.7884 -0.9040
C 0.591 1.771 -0.880 -0.2515 -2.6956 2.1261 -0.0678
O 0.823 3.128 -1.051 0.3228 -1.1582 -1.5024 -0.5373
B 1.252 3.445 -2.369 -0.5656 0.7632 -1.1490 0.6954
O 0.341 4.137 -3.192 0.6757 -0.4343 1.6842 -0.6478
O 2.496 3.146 -2.923 -0.7747 0.2024 1.2737 -0.3326
C 0.937 1.211 0.436 -0.1884 -0.5005 -0.3560 0.4402
C 0.706 -0.210 0.777 -0.4282 1.3453 -2.3473 1.4872
C 1.067 -0.682 2.216 0.7002 0.5906 0.0543 -0.0682
O 0.421 -1.500 2.834 0.3695 0.1140 -0.4887 -0.3832
C 2.306 -0.012 2.876 1.1885 1.2246 0.0197 0.2258
C 3.194 -0.696 3.812 0.1149 2.3514 -0.7576 -1.0251
C 4.340 0.062 4.336 -0.8814 0.1085 -0.8947 -0.0172
C 4.615 1.439 3.939 -1.9339 -0.4387 -0.9805 -0.6311
C 3.713 2.136 3.014 -0.9058 -2.6403 0.5142 -0.2498
C 2.565 1.392 2.508 0.6714 -0.8486 0.3938 0.6263
C 1.559 2.096 1.536 0.2750 -0.8467 0.3397 -0.0386
O 1.292 3.267 1.710 0.2901 -0.4499 -0.3372 -0.6687
H -5.777 -2.156 3.149 0.4549 0.6567 0.5488 0.1983
H -5.545 -0.573 4.100 0.2716 -0.9425 -0.3620 0.3519
H -4.268 -1.901 4.198 -1.2719 0.5123 -0.7739 0.0392
H -4.792 0.137 1.898 0.4309 -1.0672 0.2193 0.3129
H -3.294 -0.381 2.735 -0.7879 -0.4715 -0.6573 0.2315
H -4.734 -1.644 0.334 0.3884 -0.6551 0.9418 0.2260
H -4.028 -2.895 1.521 -0.1343 0.9543 -0.2826 0.5358
H -2.617 -1.450 -0.620 -0.0696 0.0250 1.1053 -0.2455
H -2.269 -0.520 0.903 0.1976 -0.8813 -0.4896 -0.0726
H -2.012 -3.648 0.450 0.2886 1.0076 0.3828 0.4163
H -1.402 -2.840 1.926 -0.1646 0.4439 -1.0382 0.0496
H 0.652 -2.940 0.803 -0.7190 0.5055 -0.7779 0.4254
H -0.079 -3.241 -0.807 -0.2085 0.9902 0.6640 0.0440
H -0.960 -0.126 -4.168 0.4813 -0.8961 0.6082 0.3715
H -1.086 -1.879 -4.456 0.4869 0.7247 0.8827 0.3124
H 1.348 -2.252 -3.857 -0.0569 1.1575 -0.3268 0.2381
H 1.640 -0.414 -3.992 -0.4918 -0.7562 -0.2394 0.3275
H 0.961 -1.447 -5.415 0.2381 0.7275 1.8267 -0.2200
H -0.300 1.262 -2.871 0.4012 -0.1100 0.9154 0.3173
H -0.414 4.348 -2.605 0.2274 -0.2059 -0.6204 0.2999
H 3.126 2.963 -2.203 -0.1999 -0.1638 -0.4472 0.2423
H 2.994 -1.755 4.113 0.2742 1.1882 -0.2653 0.3800
H 5.001 -0.476 5.067 -0.7848 0.8813 -0.9365 0.1388
H 5.495 2.012 4.307 -0.7080 -0.9061 -0.1506 -0.0189
H 3.868 3.178 2.672 -0.0423 -0.9702 0.4921 0.6012
O -2.793 -3.155 4.872 0.4680 -0.3739 0.2549 -0.6327
H -3.135 -3.861 5.433 -0.0565 0.0778 -0.0618 0.2736
H -1.893 -3.014 5.193 -0.0524 0.1243 -0.0319 0.2928
O -5.966 -3.877 0.747 -0.2669 -0.4226 0.0714 -0.5343
H -6.780 -4.342 0.983 -0.0651 0.0577 -0.0879 0.2732
H -5.712 -4.267 -0.096 -0.1169 0.0920 0.0147 0.2573
O -0.525 5.596 1.245 0.2293 0.2419 -0.1035 -0.6104
H -0.127 6.469 1.349 -0.1111 -0.0345 0.1350 0.3532
H 0.202 4.982 1.425 -0.1511 -0.2075 -0.0534 0.4190
O 0.331 -4.658 -3.851 -0.0163 0.0400 0.1562 -0.6522
H 0.659 -4.991 -3.008 -0.0360 -0.0219 -0.0816 0.3237
H -0.124 -3.840 -3.618 0.0189 -0.0480 -0.0372 0.2886
O 4.022 2.254 -5.774 -0.1006 -0.1721 0.0610 -0.6464
H 3.849 1.318 -5.924 0.0570 0.0671 0.0123 0.2957
H 3.556 2.450 -4.952 -0.0535 0.1214 0.0049 0.3579
O 0.837 7.315 -3.159 -0.1635 -0.2029 0.0108 -0.6782
H 0.665 6.376 -3.316 0.1539 -0.0957 0.0566 0.3853
H 0.367 7.503 -2.339 0.0417 0.0839 -0.0879 0.3172
O -4.003 0.697 -1.089 0.0243 0.2091 -0.2281 -0.5420
H -3.758 1.625 -1.180 -0.0436 -0.0586 0.0878 0.2679
H -3.825 0.321 -1.958 -0.0328 -0.0443 0.0971 0.2695
O -8.771 -4.783 2.186 -0.0401 0.1090 0.0879 -0.6310
H -8.429 -5.120 3.022 0.0220 -0.0388 -0.1131 0.2952
H -9.238 -3.976 2.433 0.0770 -0.0187 -0.0638 0.3223
O 7.204 1.074 2.376 0.0251 -0.0126 -0.3110 -0.6329
H 6.373 0.583 2.366 0.0640 0.0162 0.1453 0.3225
H 7.108 1.712 1.659 0.0773 -0.0195 0.0831 0.2951
O 0.079 6.165 -5.926 0.1389 0.0789 0.0639 -0.6269
H 0.232 6.814 -5.227 -0.0584 0.0879 -0.1117 0.3167
H 0.961 5.973 -6.263 -0.0952 -0.0268 0.0073 0.3164
O 5.410 4.601 3.330 0.2145 0.3011 0.1319 -0.6283
H 5.732 4.262 4.174 0.0490 0.0129 -0.0835 0.3184
H 4.963 5.425 3.565 0.0377 -0.0276 -0.0892 0.3011
O 8.493 1.180 4.965 0.2689 -0.1606 -0.0412 -0.6063
H 8.534 1.057 4.005 -0.3421 0.0822 0.0461 0.3102
H 9.364 0.911 5.275 -0.0935 0.0754 0.0639 0.2970
O 2.314 -2.225 -6.796 0.5765 -0.1836 -0.6908 -0.6328
H 2.002 -3.137 -6.723 -0.2573 0.1328 0.1500 0.2926
H 2.874 -2.235 -7.583 0.1537 -0.1570 0.1650 0.2949
O 8.115 5.609 1.909 -0.1368 -0.2211 -0.1446 -0.6357
H 7.284 5.171 2.142 -0.0230 0.0967 0.1557 0.3380
H 8.368 5.204 1.073 0.0544 0.1111 0.0657 0.3090
O -8.529 -4.884 -1.111 0.0626 -0.0969 0.0417 -0.6192
H -8.677 -5.822 -1.291 -0.1780 0.0820 0.0635 0.3253
H -8.994 -4.731 -0.279 0.0968 -0.0741 -0.0326 0.2898
O 5.310 -0.703 7.268 0.2576 0.0576 0.1351 -0.6477
H 6.225 -0.645 6.967 -0.0374 -0.0080 0.0588 0.3307
H 5.257 -0.054 7.979 -0.0695 -0.0639 -0.0556 0.3055
O 0.776 -0.105 -8.025 0.2213 0.0277 -0.0810 -0.6087
H 1.166 0.771 -7.922 -0.1615 -0.0091 -0.0246 0.3164
H 1.511 -0.715 -7.862 -0.3449 0.0161 0.2321 0.3052
O -9.996 -7.681 -1.563 0.0094 -0.1618 -0.1614 -0.6147
H -10.807 -8.144 -1.327 0.0590 0.1138 0.0754 0.3039
H -9.740 -8.071 -2.407 0.0107 0.0637 0.0614 0.3079
O -0.716 8.659 2.810 -0.1036 -0.0455 -0.2540 -0.6551
H -1.544 8.164 2.803 0.0947 -0.0334 0.0744 0.3286
H -0.815 9.291 2.089 0.0314 0.0093 0.1088 0.3200
O 0.721 -4.121 4.919 -0.2329 0.1026 -0.0882 -0.6565
H -0.106 -4.616 4.901 0.1269 -0.0615 -0.0547 0.2997
H 0.625 -3.477 4.204 0.0375 0.0760 0.0237 0.3674
O -0.452 -2.851 -6.405 -0.4106 -0.2060 -0.4275 -0.5378
H -1.275 -3.354 -6.409 0.1331 -0.0896 -0.0081 0.2582
H -0.561 -2.213 -7.124 0.1342 0.0792 0.0841 0.2746
```
Positions in Å, forces in eV/Å.

Calculated values
- Kohn-Sham gap (eV) = 7.79
- E_LUMO (eV) = -0.805
- molecular weight (g mol⁻¹) = 774.56